Below is a single C4H10N2O molecule at a distorted geometry, with properties calculated with the ωB97M-V functional and the def2-TZVPD basis.

Output
total charge	0
E_tot	-9336.1652	eV
HOMO-LUMO gap	0.344	Ha
LUMO	0.700	eV
energy above the lowest of the compared OMol25 structures with the same formula, charge and spin	65.1	kcal per mole
structure (SMILES)	[H]/N=C(\[O-])[N+](C)(C)C

XYZ file:
```
17
Properties=species:S:1:pos:R:3:forces:R:3
O -0.95665 -0.57304 -2.09285 0.1 0.2 0.6
N -0.12198 0.03709 0.09113 0.9 0.1 0.1
N 1.34649 -0.38179 -1.57359 0.0 -0.3 -1.0
C -0.91325 -1.04533 0.76834 0.4 0.0 0.1
C 0.07099 -0.37525 -1.45708 0.4 -0.1 -0.4
C 1.39057 0.18674 0.68713 -1.2 0.1 0.8
C -0.93525 1.28949 0.15745 0.3 0.1 0.0
H 1.66678 -0.59696 -2.49364 -0.2 -0.3 -0.8
H -1.08283 1.57581 1.20390 0.1 0.0 -0.2
H -1.91531 1.14827 -0.32179 0.5 -0.3 0.1
H -1.88473 -1.18548 0.26859 0.5 0.3 0.0
H -1.07896 -0.78413 1.81868 0.1 0.0 -0.2
H -0.40789 2.08050 -0.37552 0.0 -0.1 0.1
H 1.25205 0.88877 1.49418 -0.1 0.0 0.7
H -0.36626 -1.98715 0.70121 0.0 0.2 0.0
H 1.67259 -0.81001 1.03030 -0.3 0.2 0.1
H 2.26366 0.53249 0.09356 -1.7 0.0 -0.1
```
Forces are in eV/Å.